Record 1
16
Properties=species:S:1:pos:R:3 method="wB97M-V/def2-TZVPD" smiles="C[C@@H](CO)NC=O" multiplicity=1 total_charge=0 homo_ev=-9.8 relative_energy_kj_mol=244.3 homo_lumo_gap_ev=10.624
C -1.080 1.393 -0.476
C -0.244 0.377 0.488
C -0.832 -1.009 0.317
O -0.299 -1.943 1.206
N 1.157 0.573 0.103
C 2.039 -0.405 -0.310
O 1.890 -1.620 -0.255
H -0.679 2.408 -0.731
H -1.981 1.589 0.091
H -1.311 0.927 -1.448
H -0.353 0.740 1.515
H -1.900 -0.897 0.520
H -0.710 -1.318 -0.736
H 0.589 -2.128 0.842
H 0.709 1.329 -0.456
H 3.004 -0.016 -0.670

***

Record 2
16
Properties=species:S:1:pos:R:3 method="wB97M-V/def2-TZVPD" smiles="CCNC(=O)OC" multiplicity=1 total_charge=0 homo_ev=-9.9 relative_energy_kj_mol=97.0 homo_lumo_gap_ev=10.728
C -1.943 0.877 0.767
C -1.825 -0.507 0.134
N -0.551 -0.652 -0.557
C 0.670 -0.867 -0.003
O 1.007 -1.312 1.066
O 1.521 -0.466 -1.032
C 2.727 0.188 -0.714
H -1.671 1.632 0.020
H -2.956 1.099 1.120
H -1.249 0.965 1.609
H -1.933 -1.299 0.884
H -2.622 -0.665 -0.602
H -0.283 -0.073 -1.352
H 3.388 0.046 -1.573
H 2.563 1.268 -0.572
H 3.153 -0.253 0.185

***

Record 3
16
Properties=species:S:1:pos:R:3 method="wB97M-V/def2-TZVPD" multiplicity=1 total_charge=0 homo_ev=-10.0 relative_energy_kj_mol=168.1 homo_lumo_gap_ev=11.081
H -0.141 -1.074 1.840
N 0.089 -0.702 0.913
C 1.083 0.087 0.982
C 1.859 0.488 2.201
H 1.401 0.544 0.041
H 1.514 -0.034 3.099
H 2.926 0.285 2.055
H 1.759 1.569 2.356
C -2.305 -0.024 -1.458
O -1.290 -0.920 -1.914
C -0.077 -0.386 -1.995
O 0.190 0.786 -1.872
H -3.242 -0.574 -1.534
H -2.096 0.248 -0.420
H -2.331 0.876 -2.077
H 0.660 -1.171 -2.215

***

Record 4
16
Properties=species:S:1:pos:R:3 method="wB97M-V/def2-TZVPD" smiles="NC(=O)CCCO" multiplicity=1 total_charge=0 homo_ev=-9.5 relative_energy_kj_mol=90.2 homo_lumo_gap_ev=9.999
N 1.358 0.370 1.401
C 1.383 -0.924 1.002
O 2.137 -1.752 1.494
C 0.318 -1.268 -0.076
C -1.050 -0.469 -0.156
C -1.154 0.827 -1.018
O -0.218 1.792 -0.548
H 2.055 0.668 2.065
H 0.905 1.050 0.804
H 0.611 -1.022 -1.087
H 0.188 -2.358 0.038
H -1.801 -1.144 -0.596
H -1.356 -0.207 0.854
H -1.013 0.663 -2.103
H -2.180 1.231 -0.919
H -0.183 2.544 -1.153

***

Record 5
16
Properties=species:S:1:pos:R:3 method="wB97M-V/def2-TZVPD" multiplicity=1 total_charge=0 homo_ev=-8.6 relative_energy_kj_mol=436.2 homo_lumo_gap_ev=9.128
N 1.488 0.342 1.359
C 1.649 -0.935 1.040
O 2.462 -1.782 1.499
C 1.230 -1.925 0.135
C -1.311 -0.383 -0.518
C -1.285 0.984 -1.165
O -0.374 1.790 -0.415
H 2.141 0.772 2.002
H 0.842 0.921 0.823
H -0.359 -0.886 -0.728
H 0.448 -2.517 0.631
H -2.119 -1.004 -0.918
H -1.442 -0.282 0.566
H -0.947 0.890 -2.206
H -2.281 1.451 -1.164
H -0.142 2.565 -0.940

***

Record 6
16
Properties=species:S:1:pos:R:3 method="wB97M-V/def2-TZVPD" smiles="CC(C)CON=O" multiplicity=1 total_charge=0 homo_ev=-10.4 relative_energy_kj_mol=711.9 homo_lumo_gap_ev=10.517
C 1.197 -1.061 -0.567
C 0.640 -0.038 0.394
C 1.008 1.320 -0.236
C -0.830 -0.389 0.624
O -1.759 -0.074 -0.364
N -2.887 0.022 0.282
O -3.914 0.093 -0.424
H 2.316 -0.553 -0.543
H 0.509 -1.356 -1.676
H 1.281 -1.960 0.157
H 1.217 -0.185 1.335
H 1.167 2.190 0.489
H 1.850 1.342 -0.920
H -0.096 1.657 -0.738
H -1.071 0.356 1.306
H -0.629 -1.363 0.881

***

Record 7
16
Properties=species:S:1:pos:R:3 method="wB97M-V/def2-TZVPD" multiplicity=1 total_charge=0 homo_ev=-8.3 relative_energy_kj_mol=273.7 homo_lumo_gap_ev=9.008
C -0.115 -0.878 -1.084
C 1.811 -0.306 0.052
C -1.690 0.008 0.783
C -0.854 0.441 -0.409
N 0.799 0.964 0.492
O 0.939 -1.305 -0.261
O -1.210 1.314 -1.187
H 0.692 0.971 1.498
H 1.128 1.858 0.156
H -0.819 -1.703 -1.172
H 0.265 -0.530 -2.051
H 2.309 0.092 -0.838
H 2.472 -0.647 0.851
H -2.606 -0.446 0.413
H -1.157 -0.716 1.391
H -1.964 0.881 1.367

***

Record 8
16
Properties=species:S:1:pos:R:3 method="wB97M-V/def2-TZVPD" multiplicity=1 total_charge=0 homo_ev=-8.9 relative_energy_kj_mol=560.0 homo_lumo_gap_ev=9.436
O 1.346 1.346 1.423
C 1.116 0.118 1.070
C -0.197 -0.271 0.583
C -1.248 0.318 1.483
N -0.355 -1.106 -0.557
C -0.194 -0.421 -1.853
O 1.136 0.093 -2.102
H 1.845 -0.700 1.252
H 0.524 0.893 0.266
H -2.254 0.105 1.103
H -1.191 0.112 2.562
H -1.111 1.405 1.455
H 0.315 -1.869 -0.562
H -0.208 -1.155 -2.672
H -0.895 0.406 -2.024
H 1.372 0.727 -1.427

***

Record 9
16
Properties=species:S:1:pos:R:3 method="wB97M-V/def2-TZVPD" smiles="CCONC(C)=O" multiplicity=1 total_charge=0 homo_ev=-9.0 relative_energy_kj_mol=469.0 homo_lumo_gap_ev=9.724
C 1.930 -0.951 -0.204
C 0.586 -1.571 0.079
O -0.547 -1.205 1.387
N -0.397 0.057 0.737
C -1.440 0.537 -0.056
C -1.353 2.017 -0.351
O -2.335 -0.173 -0.472
H 2.490 -0.773 0.717
H 2.504 -1.662 -0.811
H 1.850 -0.016 -0.760
H 0.717 -2.564 0.499
H -0.068 -1.661 -0.783
H 0.096 0.743 1.302
H -1.684 2.605 0.509
H -2.006 2.273 -1.186
H -0.342 2.343 -0.608

***

Record 10
16
Properties=species:S:1:pos:R:3 method="wB97M-V/def2-TZVPD" multiplicity=1 total_charge=0 homo_ev=-9.7 relative_energy_kj_mol=365.3 homo_lumo_gap_ev=10.049
C 2.148 0.905 -0.735
N 1.979 -0.285 -1.149
O 1.331 -0.892 1.229
H 1.755 -1.367 1.950
H 1.283 -0.411 -1.888
H 1.681 -0.975 0.066
H 2.699 1.042 0.182
H 1.606 1.761 -1.134
C -1.265 -0.545 -0.762
C -2.261 0.233 -0.022
C -2.111 0.446 1.284
O -1.147 -0.536 -1.973
H -0.531 -1.077 -0.123
H -3.084 0.646 -0.593
H -2.849 0.976 1.867
H -1.234 0.079 1.801

***

The calculation returns the following LUMO values, one per record and in order: 0.79, 0.87, 1.04, 0.51, 0.54, 0.13, 0.71, 0.49, 0.76, 0.38 eV.